Computed, not measured: a 6-piece molecular cluster, C39H88INO15P overall, with wB97M-V/def2-TZVPD.

Element x y z (Å)
1 C 4.55881 -1.29969 1.12308
2 C 3.41591 -1.83833 1.98919
3 O 2.42629 -0.84805 2.25167
4 C 1.21579 -1.01463 1.56226
5 C 1.39687 -0.56614 0.12041
6 O 0.10104 -0.61766 -0.50214
7 C -0.07014 -0.25215 -1.84124
8 C 1.11882 0.47615 -2.46510
9 O 1.40709 1.65399 -1.76346
10 C 1.95428 2.70228 -2.55274
11 C 2.03509 3.95031 -1.68790
12 C -0.56892 -1.48698 -2.64792
13 C 0.40569 -2.08870 -3.66427
14 C 0.40233 -3.61635 -3.65038
15 C 1.63464 -4.32627 -4.00406
16 O 0.48470 -4.22557 -4.90322
17 C -2.10542 -1.27333 -3.09522
18 C -2.41341 -1.72367 -4.53448
19 C -2.65920 -3.22012 -4.75864
20 C -2.90310 -2.10078 -2.06010
21 P -4.69170 -2.35954 -2.21997
22 O -5.34352 -1.86825 -3.44060
23 O -5.32075 -1.75427 -0.87793
24 O -4.77517 -3.93789 -1.99687
25 C -2.22428 0.27623 -3.00458
26 I -4.12372 1.14512 -2.49573
27 C -1.59319 1.03020 -4.18133
28 C -2.43474 1.40818 -5.39516
29 C -1.67299 2.37526 -6.28691
30 O -0.70563 1.66093 -7.03639
31 C 0.61414 2.15150 -6.93374
32 N -1.36801 0.56680 -1.78058
33 O -1.27399 1.91996 -1.51006
34 C -1.27627 2.20125 -0.10161
35 C -1.40011 3.70040 0.06829
36 C -1.39168 4.00806 1.56146
37 O -2.57253 4.17513 -0.56984
38 H 4.70472 -1.88246 0.21512
39 H 5.50326 -1.33846 1.66284
40 H 4.37937 -0.25691 0.86946
41 H 2.95421 -2.71367 1.52201
42 H 3.79334 -2.17796 2.95256
43 H 0.85820 -2.04682 1.61403
44 H 0.49728 -0.35389 2.04774
45 H 2.07955 -1.24294 -0.39879
46 H 1.79344 0.44554 0.11474
47 H 1.98212 -0.19356 -2.42117
48 H 0.93126 0.67107 -3.52034
49 H 1.33844 2.87904 -3.44266
50 H 2.94781 2.41983 -2.91631
51 H 1.22237 4.63561 -1.92574
52 H 1.95982 3.69212 -0.63559
53 H 2.96381 4.48383 -1.87245
54 H -0.61430 -2.22709 -1.84739
55 H 0.19051 -1.79889 -4.68912
56 H 1.42318 -1.79012 -3.42022
57 H -0.23051 -4.07216 -2.89735
58 H 2.47329 -3.73247 -4.34160
59 H 1.76372 -5.37004 -3.76492
60 H -1.63588 -1.38432 -5.21061
61 H -3.31806 -1.19555 -4.83576
62 H -3.72179 -3.44306 -4.70759
63 H -2.14913 -3.86509 -4.04740
64 H -2.30686 -3.50627 -5.74643
65 H -2.73350 -1.72966 -1.04426
66 H -2.47825 -3.10349 -2.06768
67 H -5.97810 -1.08007 -1.10616
68 H -5.67970 -4.23976 -2.18132
69 H -0.78562 0.40010 -4.55922
70 H -1.12919 1.93698 -3.79151
71 H -2.64531 0.53839 -6.01473
72 H -3.39321 1.84859 -5.12620
73 H -1.19753 3.16731 -5.69949
74 H -2.37716 2.84436 -6.97699
75 H 1.18760 1.71188 -7.74491
76 H 1.07875 1.85024 -5.98582
77 H 0.64645 3.23932 -7.02140
78 H -1.85305 0.10781 -0.99662
79 H -2.11179 1.69268 0.39524
80 H -0.34145 1.85326 0.34031
81 H -0.56485 4.18860 -0.42882
82 H -1.87741 3.21086 2.13101
83 H -1.93841 4.92433 1.75650
84 H -0.38034 4.07910 1.95079
85 H -3.33768 3.79711 -0.11639
86 C -2.59609 5.87531 5.90081
87 C -1.35210 5.03738 5.65692
88 C -0.20345 5.45332 6.56023
89 O -0.96058 5.10884 4.28116
90 H -2.38889 6.92838 5.69155
91 H -3.40900 5.55693 5.24806
92 H -2.92972 5.79438 6.93552
93 H -1.58375 3.98409 5.82567
94 H 0.06871 6.49504 6.36876
95 H 0.67533 4.83629 6.37295
96 H -0.47508 5.36123 7.61198
97 H -0.74138 6.02920 4.09244
98 C -3.49976 -6.77334 1.03717
99 C -3.79992 -5.66761 2.03462
100 C -5.28757 -5.37631 2.13220
101 O -3.08248 -4.47395 1.70287
102 H -3.83530 -6.47923 0.03784
103 H -2.42830 -6.96729 0.99078
104 H -4.00839 -7.69848 1.30853
105 H -3.42066 -5.94952 3.01812
106 H -5.68646 -5.04953 1.16730
107 H -5.45694 -4.57442 2.85098
108 H -5.84461 -6.25786 2.44997
109 H -3.38291 -4.18309 0.83522
110 C -5.03892 -3.55687 6.14286
111 C -4.01432 -2.43612 6.08331
112 C -4.57590 -1.19972 5.39748
113 O -2.82639 -2.87552 5.42528
114 H -5.32483 -3.85280 5.12906
115 H -4.62444 -4.43420 6.63879
116 H -5.94318 -3.25607 6.67306
117 H -3.69798 -2.17608 7.09457
118 H -4.85569 -1.43826 4.36672
119 H -3.82774 -0.40730 5.36972
120 H -5.46118 -0.82609 5.91352
121 H -3.05797 -3.12249 4.52137
122 C 4.31498 3.27997 1.52273
123 C 3.75126 4.49674 2.24089
124 C 3.63861 4.26487 3.73829
125 O 2.47942 4.85790 1.69312
126 H 3.65568 2.41725 1.66893
127 H 4.39416 3.46805 0.45140
128 H 5.30284 3.01821 1.90230
129 H 4.39091 5.36004 2.05231
130 H 2.96209 3.42908 3.94113
131 H 3.23782 5.14937 4.23276
132 H 4.60918 4.03070 4.17632
133 H 1.88395 4.11749 1.85640
134 C 10.04510 -0.42844 0.02091
135 C 8.71877 -1.10905 0.31561
136 C 8.87989 -2.61154 0.48189
137 O 7.76331 -0.81573 -0.70675
138 H 10.46544 -0.81068 -0.91346
139 H 9.90797 0.64708 -0.08751
140 H 10.76774 -0.60892 0.81707
141 H 8.28920 -0.68696 1.22629
142 H 9.26805 -3.05342 -0.43998
143 H 7.91920 -3.07903 0.69974
144 H 9.57281 -2.84855 1.28959
145 H 8.10536 -1.16691 -1.53666

## Properties
**DFT total energy**: -3360.87321 hartree
**Gap between HOMO and LUMO**: 0.3368 Ha
**HOMO energy**: -11.67 eV
**Total charge**: +1

Atomic partial charges in e from the Löwdin method, atoms 1 to 8: -0.059 -0.245 -0.143 -0.185 -0.132 -0.047 -0.296 -0.120